[1]
A molecular structure, C7H12, computed with ωB97M-V with the def2-TZVPD basis set.

Cartesian coordinates (Å):
C 2.58038 0.41494 -0.72750
C 1.35190 -0.52999 -0.71744
C 0.09054 -0.29367 0.70401
C -0.63885 1.07701 0.79319
C -1.97885 0.32928 0.87244
C -2.17855 -0.44267 -0.37941
C -1.25802 -1.00894 0.68263
H 3.06765 0.41497 -1.71844
H 3.37749 0.15209 -0.01387
H 2.28748 1.44891 -0.52486
H 0.71245 -0.35320 -1.56096
H 1.73213 -1.57400 -0.78073
H 1.07395 -0.63487 0.93638
H -0.53874 1.65417 -0.13384
H -0.46036 1.74691 1.64347
H -2.79403 0.55391 1.56070
H -3.13133 -0.95708 -0.48523
H -1.76418 -0.04445 -1.30401
H -1.53104 -1.95332 1.15345

Calculated values
net charge: 0
energy: -7449.3342 eV
frontier orbital gap: 9.34 eV
highest occupied orbital energy: -0.2995 hartree
ΔE to the lowest compared entry with this formula, charge and spin: 395.3 kJ/mol

Löwdin population analysis, charges in e, atoms 1 to 5: -0.14 -0.16 -0.13 -0.12 -0.23

[2]
A single C7H12 molecule, computed with ωB97M-V with the def2-TZVPD basis set.

Cartesian coordinates (Å):
C -1.06124 -0.25088 -1.80520
C -0.76735 -0.45611 -0.53259
C -1.70700 -1.10777 0.36126
C 0.65228 -0.46587 -0.13780
C 1.62161 -0.80361 -1.02316
C 0.90677 0.33617 1.22736
C 0.65140 1.89448 1.12564
H -0.32914 -0.31292 -2.67707
H -2.12234 -0.10593 -2.22476
H -1.72261 -0.55791 1.28712
H -1.52233 -2.10152 0.76246
H -2.78549 -1.17939 0.06300
H 2.58261 -0.52700 -0.72250
H 1.43778 -1.22469 -1.99494
H 0.28445 -0.07431 2.10352
H 2.01279 0.26253 1.32796
H 1.38233 2.57779 1.52631
H 0.82437 1.95787 0.01523
H -0.33892 2.13905 1.31814

Calculated values
net charge: 0
energy: -7450.8217 eV
frontier orbital gap: 9.69 eV
highest occupied orbital energy: -0.3202 hartree
SMILES: C=C(C)C(=C)CC
ΔE to the lowest compared entry with this formula, charge and spin: 251.8 kJ/mol

Löwdin population analysis, charges in e, atoms 1 to 5: 0.04 -0.39 -0.08 -0.27 0.06

[3]
2 unconnected molecules or ions with the total composition C7H12, computed with ωB97M-V with the def2-TZVPD basis set.

Cartesian coordinates (Å):
C -2.24611 -0.26429 -0.29943
C -1.12396 0.64550 0.18435
C -0.23112 1.26903 -0.90632
C 0.90749 0.93994 -0.59515
C 1.36484 0.36717 0.69717
C 2.40442 -0.74179 0.64155
C -0.08603 -0.11299 1.11297
H -1.84679 -1.12454 -0.84871
H -2.81152 -0.64515 0.56057
H -2.93854 0.26987 -0.95688
H -1.56638 1.48814 0.72759
H 1.70700 1.17054 1.35906
H 2.06114 -1.56416 0.00442
H 2.59545 -1.13601 1.64506
H 3.34898 -0.36680 0.23536
H -0.28272 0.03453 2.18249
H -0.15941 -1.19194 0.91910
H -0.23277 0.52477 -3.14063
H -0.86398 0.43816 -3.52257

Calculated values
net charge: 0
energy: -7448.1919 eV
frontier orbital gap (spin up / spin down): 8.85 / 8.85 eV
highest occupied orbital energy (spin up / spin down): -0.3342 / -0.3342 hartree
SMILES: C[C@@H]1C#C[C@H](C)C1.[H][H]
ΔE to the lowest compared entry with this formula, charge and spin: 505.5 kJ/mol

Löwdin population analysis, charges in e, atoms 1 to 5: -0.09 -0.35 -0.05 0.03 -0.34

[4]
3 unconnected molecules or ions with the total composition C7H12, computed with ωB97M-V with the def2-TZVPD basis set.

Cartesian coordinates (Å):
C -2.45063 -0.28982 -0.01425
C -1.17887 0.49139 -0.02957
C -0.08703 0.12857 0.90269
C 1.25837 0.46699 0.25083
C 2.29484 -0.64854 0.43606
C 0.85770 0.67915 -1.19441
C -0.46588 0.66191 -1.35147
H -1.69207 -1.68737 0.00770
H -2.92887 -0.36136 0.96945
H -3.18770 0.06845 -0.77026
H -1.65114 1.43855 0.29879
H -0.20395 0.26302 1.97275
H -0.48425 -1.54041 0.70727
H 1.69857 1.40152 0.65055
H 1.90989 -1.58681 0.02136
H 2.51194 -0.80737 1.49945
H 3.23561 -0.40272 -0.07089
H 1.59231 0.81371 -1.98817
H -1.00425 0.78066 -2.28919

Calculated values
net charge: 0
energy: -7448.9118 eV
frontier orbital gap: 9.99 eV
highest occupied orbital energy: -0.3306 hartree
ΔE to the lowest compared entry with this formula, charge and spin: 436.1 kJ/mol

Löwdin population analysis, charges in e, atoms 1 to 5: -0.08 -0.53 -0.09 -0.38 -0.09

[5]
A single C7H12 molecule, computed with ωB97M-V with the def2-TZVPD basis set.

Cartesian coordinates (Å):
C -0.41256 2.24148 0.90076
C -0.29349 1.19014 -0.18435
C -0.65074 -0.23486 0.31055
C -0.93379 -1.44759 -0.66605
C 0.49805 -2.00341 -0.41810
C 1.38306 -0.82037 -0.74409
C 0.66906 -0.91163 0.58799
H 0.02345 3.17584 0.53323
H 0.18342 1.92361 1.76756
H -1.43808 2.42280 1.22893
H -0.82355 1.45096 -1.10852
H 0.79397 1.22184 -0.42997
H -1.38698 -0.20904 1.12576
H -1.23688 -1.22489 -1.69765
H -1.68921 -2.10889 -0.22319
H 0.73558 -3.06204 -0.34893
H 2.40412 -0.44843 -0.61742
H 0.92283 -0.21707 -1.52083
H 1.25173 -0.93845 1.50430

Calculated values
net charge: 0
energy: -7450.7795 eV
frontier orbital gap: 10.74 eV
highest occupied orbital energy: -0.3512 hartree
SMILES: CC[C@H]1C[C@H]2C[C@@H]12
ΔE to the lowest compared entry with this formula, charge and spin: 255.9 kJ/mol

Löwdin population analysis, charges in e, atoms 1 to 5: -0.12 -0.25 -0.25 -0.09 -0.19